1.
Molecular formula: C4H5NO3S
Method: DFT, the ωB97M-V functional and the def2-TZVPD basis

Each line ends with the Mulliken charge.
Geometry (Å):
C: -0.029 1.175 -1.469  0.553
C: 0.333 -2.015 0.610  0.073
C: 0.467 0.645 0.840  -0.606
C: -0.377 -0.716 0.601  -0.315
N: 0.602 1.487 -0.352  -0.161
O: 1.497 -2.210 0.740  -0.455
O: -2.382 -0.069 -1.088  -0.542
O: 0.009 1.804 -2.503  -0.573
S: -1.016 -0.446 -1.260  0.405
H: -0.541 -2.773 0.537  0.250
H: -0.073 1.128 1.565  0.313
H: 1.520 0.377 1.218  0.307
H: -1.251 -0.589 1.099  0.518
H: 1.240 2.201 -0.538  0.234

Atomic forces in eV per Å
C -0.473 -0.190 -1.107
C -2.895 -0.312 0.756
C 2.633 -2.583 -0.909
C 4.117 3.595 -3.828
N -1.215 -1.972 0.681
O 0.611 -0.281 -0.252
O -3.084 0.779 0.034
O -0.362 -0.796 0.411
S 2.849 -0.813 0.628
H 1.679 -0.203 -0.083
H -0.959 1.541 1.873
H -1.634 0.353 -0.430
H -2.707 -0.503 1.530
H 1.440 1.386 0.696

As for the HOMO energy: -9.59 eV. The LUMO energy is 0.1 eV. For the orbital gap, the calculation gives 9.685 eV.

***

2.
Molecular formula: C6H6N2
Method: DFT, the ωB97M-V functional and the def2-TZVPD basis

Each line ends with the Mulliken charge.
Geometry (Å):
C: 0.920 1.383 -0.035  -0.314
C: -0.417 1.208 0.070  -0.380
C: 0.531 -0.893 0.066  0.052
C: 1.547 0.147 0.158  0.485
C: 3.774 -0.636 -0.234  0.162
C: -2.005 -0.773 -0.007  -0.698
N: 2.805 -0.180 0.181  0.084
N: -0.651 -0.273 0.031  0.180
H: 1.354 2.376 -0.288  0.408
H: -1.160 1.867 -0.178  0.469
H: 0.825 -1.924 0.357  0.430
H: -2.645 -0.351 0.808  0.399
H: -2.218 -1.843 -0.287  0.390
H: -2.659 -0.108 -0.641  0.333

Atomic forces in eV per Å
C 0.015 3.003 0.366
C 2.924 -2.685 -1.314
C -2.807 -0.350 1.754
C 0.628 0.443 -1.168
C 5.770 -2.517 -2.110
C -2.030 0.391 -0.676
N -5.308 2.657 2.141
N 1.007 -1.597 0.612
H 0.021 -0.937 0.624
H -2.155 1.536 -0.036
H -1.042 0.259 -0.852
H 1.027 -0.859 0.889
H 0.816 1.126 0.644
H 1.133 -0.470 -0.872

As for the HOMO energy (alpha / beta): -20.92 / -21.13 eV. The LUMO energy (alpha / beta) is -14.0 / -14.2 eV. For the orbital gap (alpha / beta), the calculation gives 6.888 / 6.948 eV. Its charge is +2.

***

3.
Molecular formula: C24H22Cl2OsP
Method: DFT, the ωB97M-V functional and the def2-TZVPD basis

Each line ends with the Mulliken charge.
Geometry (Å):
C: -0.522 1.794 0.656  -0.687
C: 0.892 1.685 0.476  -0.213
C: 1.148 1.442 -0.904  0.266
H: 1.622 1.823 1.281  0.398
C: -0.110 1.358 -1.588  -1.096
C: -1.123 1.684 -0.639  -0.462
H: -2.186 1.837 -0.859  0.454
H: -1.062 1.954 1.595  0.435
H: 2.129 1.400 -1.393  0.606
H: -0.293 1.126 -2.639  0.414
Os: -0.098 -0.132 -0.102  1.248
Cl: 0.254 -1.950 -1.472  -0.395
P: 3.287 -1.173 -0.070  0.854
C: 4.475 -0.725 -1.405  0.097
C: 5.802 -0.311 -1.200  0.039
H: 6.204 -0.162 -0.195  0.294
C: 6.655 -0.092 -2.295  -0.652
H: 7.670 0.258 -2.115  0.419
C: 6.201 -0.302 -3.598  -0.518
H: 6.857 -0.114 -4.439  0.407
C: 4.889 -0.741 -3.807  -0.633
H: 4.523 -0.910 -4.819  0.412
C: 4.030 -0.952 -2.724  -0.263
H: 3.014 -1.316 -2.906  0.372
C: 4.277 -0.561 1.356  -0.108
C: 4.180 0.818 1.626  -0.356
H: 3.569 1.469 0.993  0.615
C: 4.884 1.386 2.687  -0.929
H: 4.747 2.445 2.911  0.418
C: 5.747 0.600 3.459  -0.495
H: 6.287 1.038 4.292  0.403
C: 5.899 -0.755 3.158  -0.772
H: 6.576 -1.377 3.744  0.424
C: 5.166 -1.340 2.112  0.025
H: 5.314 -2.400 1.899  0.292
C: 3.694 -2.964 0.046  0.084
C: 4.804 -3.582 -0.553  0.037
H: 5.483 -3.028 -1.203  0.266
C: 5.065 -4.943 -0.321  -0.691
H: 5.914 -5.411 -0.817  0.419
C: 4.239 -5.691 0.520  -0.527
H: 4.444 -6.741 0.689  0.407
C: 3.138 -5.076 1.127  -0.654
H: 2.484 -5.648 1.785  0.408
C: 2.854 -3.730 0.882  -0.306
H: 1.976 -3.272 1.347  0.341
Cl: -1.781 -2.179 1.532  -0.118
C: -1.974 -0.786 0.443  -0.817
H: -2.389 -1.141 -0.514  0.447
H: -2.651 -0.054 0.923  0.393

Atomic forces in eV per Å
C -0.024 1.481 0.231
C 0.803 1.823 0.801
C 1.011 1.161 -0.854
H -0.356 -0.263 -0.517
C -0.285 2.621 -1.091
C -1.058 1.197 -0.950
H 0.508 -0.412 0.148
H 0.352 -0.048 -0.465
H -0.457 -0.328 0.393
H 0.245 0.199 0.411
Os 0.227 -7.746 0.832
Cl -0.003 0.622 0.315
P 1.985 -0.611 0.397
C -0.288 0.119 -0.792
C 0.070 0.178 -0.215
H -0.259 -0.017 -0.315
C -0.441 -0.098 0.174
H -0.213 -0.142 -0.048
C -0.370 -0.040 0.431
H -0.041 -0.047 0.019
C -0.060 0.016 0.150
H 0.118 0.013 0.229
C 0.336 0.203 0.002
H 0.286 0.145 0.073
C -0.107 0.544 0.226
C 0.143 -0.200 0.331
H 0.204 -0.298 0.202
C 0.038 -0.050 -0.065
H 0.166 -0.291 -0.067
C -0.296 -0.193 -0.280
H -0.042 -0.037 -0.114
C -0.272 0.060 -0.255
H -0.154 0.192 -0.172
C -0.045 0.207 0.245
H -0.183 0.344 0.055
C -0.730 -0.565 0.293
C -0.078 -0.277 0.023
H -0.297 -0.108 0.202
C -0.278 0.393 0.042
H -0.171 0.113 0.162
C -0.117 0.572 -0.116
H -0.022 0.050 0.027
C -0.021 0.144 -0.072
H 0.175 0.117 -0.179
C 0.363 -0.175 -0.211
H 0.247 -0.112 -0.136
Cl 0.013 0.153 -0.064
C -0.942 -0.225 0.434
H -0.103 0.094 0.436
H 0.422 -0.477 -0.309

As for the HOMO energy (alpha / beta): -10.89 / -11.29 eV. The LUMO energy (alpha / beta) is -2.6 / -6.6 eV. Its expectation value of S² is 6.019. For the orbital gap (alpha / beta), the calculation gives 8.261 / 4.707 eV. Its charge is +1. The spin multiplicity is 5.

***

4.
Molecular formula: C25H45BrClIrP
Method: DFT, the ωB97M-V functional and the def2-TZVPD basis

Each line ends with the Mulliken charge.
Geometry (Å):
Ir: -1.538 1.795 -0.444  1.015
Cl: -2.346 3.856 0.337  -0.415
P: -0.560 -0.237 0.009  -0.298
C: 0.619 2.405 2.156  -1.790
H: 0.696 1.351 2.483  0.536
H: -0.388 2.878 2.270  0.289
C: -1.240 -0.963 -1.562  -0.444
C: -1.374 -1.124 1.486  0.421
C: -0.726 -2.311 -2.066  -0.573
H: -2.312 -1.077 -1.323  0.745
C: -1.597 -2.725 -3.265  -0.840
H: 0.328 -2.224 -2.375  0.244
H: -0.779 -3.084 -1.280  0.101
C: -1.747 -1.635 -4.341  -0.710
H: -1.165 -3.633 -3.715  0.395
H: -2.590 -2.999 -2.891  0.386
C: -2.038 -0.236 -3.779  -1.016
H: -0.833 -1.594 -4.941  0.308
H: -2.571 -1.921 -5.013  0.401
C: -1.083 0.116 -2.634  0.246
H: -1.944 0.522 -4.569  0.404
H: -3.063 -0.182 -3.396  0.325
H: -0.042 0.136 -2.990  0.173
H: -1.350 1.154 -2.244  -0.162
C: 1.244 -0.792 0.094  0.797
C: -0.585 -1.074 2.804  0.044
H: -2.233 -0.431 1.525  0.684
C: -1.375 -1.610 4.007  -1.006
H: 0.312 -1.703 2.713  0.058
H: -0.252 -0.057 3.012  -0.186
C: -1.929 -3.005 3.755  -0.700
H: -0.683 -1.663 4.864  0.405
H: -2.157 -0.914 4.288  0.386
C: -2.665 -3.095 2.424  -1.001
H: -1.120 -3.724 3.784  0.353
H: -2.619 -3.281 4.579  0.339
C: -1.876 -2.553 1.224  -0.599
H: -2.917 -4.148 2.242  0.402
H: -3.605 -2.555 2.497  0.377
H: -1.038 -3.233 1.018  0.153
H: -2.527 -2.578 0.330  0.218
C: 2.047 -0.385 -1.145  -0.941
H: 1.573 -0.186 0.955  0.543
C: 3.540 -0.549 -0.857  -0.896
H: 1.748 -1.003 -1.997  0.237
H: 1.815 0.651 -1.423  -0.010
C: 3.909 -1.951 -0.384  -0.763
H: 4.090 -0.317 -1.776  0.424
H: 3.836 0.199 -0.119  0.345
C: 3.010 -2.480 0.725  -1.000
H: 3.850 -2.629 -1.235  0.350
H: 4.962 -1.958 -0.056  0.395
C: 1.519 -2.278 0.426  -0.479
H: 3.212 -3.550 0.871  0.419
H: 3.254 -1.995 1.673  0.389
H: 1.234 -2.920 -0.416  0.198
H: 0.938 -2.630 1.287  0.037
C: 0.377 2.774 -0.324  0.603
C: 1.469 3.111 1.350  1.014
H: 1.139 2.088 -0.679  -0.911
C: 1.595 4.605 1.525  -1.259
H: 2.376 2.657 0.873  0.331
C: 0.494 5.456 0.960  -0.449
H: 1.600 4.766 2.644  0.330
H: 2.526 4.965 1.177  0.471
C: 0.534 5.415 -0.563  -0.808
H: -0.478 5.192 1.326  0.309
H: 0.714 6.503 1.230  0.366
C: 0.422 4.011 -1.189  -0.597
H: -0.235 6.054 -1.008  0.274
H: 1.511 5.818 -0.920  0.332
H: -0.458 3.970 -1.881  0.341
H: 1.300 3.870 -1.832  0.328
Br: -3.754 0.875 -0.288  -0.389

Atomic forces in eV per Å
Ir -0.928 2.437 -0.139
Cl -0.453 0.989 0.642
P 1.734 -3.420 1.620
C -2.160 -1.185 2.097
H 0.258 0.926 -0.590
H 0.966 -0.479 0.483
C 0.093 -0.190 0.911
C -0.207 0.277 -0.711
C -0.093 -0.053 -0.226
H 0.317 0.061 -0.253
C 0.151 -0.211 -0.048
H -0.376 -0.099 0.058
H 0.004 0.348 -0.346
C -0.118 -0.109 0.087
H -0.227 0.227 0.044
H 0.047 0.029 0.017
C 0.131 0.419 -0.166
H 0.008 0.011 -0.014
H 0.338 0.084 0.071
C -0.307 -0.634 -0.597
H -0.124 -0.257 0.065
H 0.074 -0.008 -0.011
H -0.223 0.225 0.156
H 0.307 -0.648 -0.984
C -0.609 0.071 0.114
C 0.139 -0.039 -0.133
H -0.032 -0.567 0.572
C 0.623 -0.091 0.144
H -0.138 0.277 0.046
H -0.077 -0.151 0.052
C -0.609 0.270 0.279
H -0.238 0.153 -0.191
H -0.319 0.150 -0.058
C -0.027 -0.404 -0.108
H 0.337 -0.248 -0.079
H 0.338 0.073 -0.408
C -0.211 -0.051 -0.196
H -0.069 0.195 -0.073
H -0.209 0.164 0.012
H -0.083 0.189 0.055
H 0.258 0.016 0.376
C -0.010 0.131 0.281
H 0.220 -0.091 -0.158
C -0.008 0.211 -0.449
H 0.155 -0.020 0.093
H 0.230 -0.284 -0.012
C 0.357 0.078 0.041
H 0.088 -0.003 0.149
H 0.008 0.020 0.131
C -0.067 -0.216 0.070
H -0.039 -0.129 -0.163
H -0.345 -0.046 -0.113
C 0.009 -0.026 -0.005
H -0.065 0.201 0.014
H 0.000 0.142 0.066
H 0.061 0.181 0.049
H 0.188 0.154 -0.345
C 1.958 0.689 0.952
C 0.557 -0.087 -3.833
H -0.219 -0.243 -0.057
C -0.952 -0.189 2.352
H -0.591 0.144 1.187
C 0.633 1.012 -0.985
H 0.167 -0.087 -0.983
H 1.146 0.255 -0.563
C 0.187 0.095 -0.455
H -0.390 -0.149 0.267
H -0.260 -0.298 0.176
C -0.362 -0.107 -1.189
H 0.054 -0.033 0.238
H -0.542 -0.016 0.426
H 0.597 0.308 0.372
H -0.123 0.092 -0.163
Br -0.926 -0.437 0.040

As for the HOMO energy (alpha / beta): -5.18 / -8.59 eV. The LUMO energy (alpha / beta) is 0.5 / -2.3 eV. Its expectation value of S² is 8.787. For the orbital gap (alpha / beta), the calculation gives 5.651 / 6.245 eV. The spin multiplicity is 6.

***

| no. | E (a.u.) |
| --- | --- |
| 1 | -834.00722 |
| 2 | -340.80446 |
| 3 | -2279.76934 |
| 4 | -4459.23196 |